ORCA calculation (the ωB97M-V functional and the def2-TZVPD basis) on a molecular structure, C35H31BiClN6O4SSe.

Each line ends with the Löwdin charge.
Positions of all 80 atoms, in Å:
1 Bi 0.053 -0.004 1.365  1.711
2 Cl -5.283 3.477 4.641  0.684
3 C -3.859 2.521 4.386  -0.674
4 C -2.613 3.122 4.434  -0.094
5 C -1.481 2.359 4.196  -0.055
6 C -1.575 1.000 3.904  -0.341
7 C -0.358 0.204 3.573  -0.300
8 C -2.841 0.413 3.900  -0.073
9 C -3.981 1.163 4.137  -0.095
10 H -2.533 4.179 4.653  0.114
11 H -0.506 2.832 4.232  0.119
12 H -0.424 -0.828 3.921  0.063
13 H 0.555 0.643 3.975  0.064
14 H -2.937 -0.652 3.720  0.089
15 H -4.959 0.701 4.130  0.112
16 C 0.304 -3.787 0.705  0.003
17 N -0.230 -3.096 -0.461  -0.059
18 C -1.306 -2.288 -0.512  -0.728
19 Se -2.263 -1.621 0.962  0.661
20 N -1.527 -1.954 -1.787  0.145
21 C -0.560 -2.536 -2.594  -0.160
22 C -0.339 -2.489 -3.965  0.002
23 C 0.762 -3.179 -4.437  -0.062
24 C 1.612 -3.890 -3.577  -0.060
25 C 1.384 -3.948 -2.215  0.014
26 C 0.274 -3.257 -1.749  -0.148
27 H -0.309 -3.549 1.568  0.065
28 H 1.331 -3.476 0.882  0.075
29 H 0.274 -4.861 0.527  0.114
30 H -2.225 -1.274 -2.118  0.112
31 H -1.002 -1.951 -4.628  0.117
32 H 0.974 -3.174 -5.497  0.111
33 H 2.466 -4.409 -3.992  0.112
34 H 2.043 -4.491 -1.550  0.120
35 N 1.863 2.949 1.449  0.138
36 C 0.564 3.260 1.347  -0.693
37 N -0.398 2.377 1.211  -0.081
38 C -1.653 2.990 1.124  -0.330
39 C -2.871 2.344 0.956  -0.042
40 C -4.028 3.103 0.937  -0.066
41 C -3.984 4.489 1.076  -0.075
42 C -2.773 5.144 1.228  -0.074
43 C -1.618 4.379 1.244  -0.467
44 S 0.032 4.914 1.428  1.127
45 H 2.206 2.035 1.150  0.052
46 H 2.536 3.689 1.544  0.108
47 H -2.919 1.265 0.864  0.057
48 H -4.984 2.609 0.824  0.116
49 H -4.903 5.060 1.070  0.112
50 H -2.733 6.220 1.334  0.116
51 O 3.241 -3.426 2.466  0.063
52 C 3.998 -3.032 1.424  -0.272
53 C 4.948 -3.934 0.944  -0.004
54 C 5.751 -3.593 -0.124  -0.064
55 C 5.633 -2.346 -0.741  -0.079
56 C 4.696 -1.454 -0.269  -0.020
57 C 3.863 -1.777 0.808  -0.081
58 C 2.834 -0.802 1.230  -0.606
59 O 2.740 0.316 0.689  -0.093
60 O 1.975 -1.168 2.130  -0.224
61 H 2.630 -2.693 2.680  0.075
62 H 5.040 -4.892 1.438  0.123
63 H 6.487 -4.302 -0.479  0.111
64 H 6.272 -2.083 -1.572  0.104
65 H 4.579 -0.478 -0.720  0.111
66 N -2.705 1.301 -5.000  0.205
67 C -2.279 0.723 -3.863  -0.483
68 O -2.986 -0.043 -3.212  0.034
69 C -0.882 1.016 -3.428  -0.138
70 C 0.196 1.090 -4.302  -0.012
71 C 1.469 1.235 -3.775  -0.031
72 C 1.614 1.303 -2.397  -0.110
73 N 0.582 1.267 -1.553  0.051
74 C -0.632 1.126 -2.066  -0.106
75 H -3.652 1.128 -5.297  0.128
76 H -2.190 2.046 -5.434  0.115
77 H 0.051 0.996 -5.371  0.123
78 H 2.337 1.274 -4.417  0.113
79 H 2.594 1.379 -1.940  0.108
80 H -1.465 1.096 -1.367  0.104

Results
LUMO level   -2.577 eV
Relative energy (zero: lowest compared OMol25 entry of this formula, charge and spin)   0.0 kJ/mol
Total charge   +1
Spin multiplicity   1
Kohn-Sham gap   0.2889 Eh

=====

ORCA calculation (the ωB97M-V functional and the def2-TZVPD basis) on a molecular structure, C35H31BrCdCl2N14OP.

Each line ends with the Löwdin charge.
Positions of all 86 atoms, in Å:
1 Cd -0.117 0.125 0.070  1.351
2 C -0.316 4.067 -4.103  -0.060
3 N 0.375 3.420 -3.011  -0.131
4 C 1.088 4.078 -2.050  -0.103
5 C 1.628 3.113 -1.254  -0.145
6 N 1.248 1.879 -1.696  0.021
7 C 0.463 2.082 -2.730  -0.500
8 P -0.097 0.778 -3.885  1.159
9 C 0.824 -0.620 -3.170  -0.493
10 N 0.702 -1.123 -1.960  0.011
11 C 1.592 -2.149 -1.869  -0.153
12 C 2.267 -2.277 -3.048  -0.074
13 N 1.774 -1.297 -3.872  -0.123
14 C 2.213 -1.025 -5.227  -0.047
15 C -1.760 0.145 -3.457  -0.498
16 N -1.996 -1.152 -3.423  0.053
17 C -3.358 -1.281 -3.447  -0.174
18 C -3.946 -0.052 -3.502  -0.089
19 N -2.921 0.852 -3.533  -0.112
20 C -3.058 2.290 -3.592  -0.022
21 H 0.362 4.752 -4.613  0.090
22 H -1.182 4.621 -3.739  0.078
23 H -0.643 3.316 -4.816  0.045
24 H 1.157 5.153 -2.031  0.111
25 H 2.270 3.226 -0.395  0.092
26 H 1.716 -2.702 -0.955  0.105
27 H 3.040 -2.954 -3.367  0.111
28 H 2.852 -1.841 -5.555  0.084
29 H 2.775 -0.093 -5.274  0.088
30 H 1.357 -0.951 -5.894  0.075
31 H -3.831 -2.247 -3.388  0.090
32 H -4.975 0.263 -3.486  0.114
33 H -4.103 2.549 -3.439  0.096
34 H -2.732 2.665 -4.563  0.078
35 H -2.478 2.751 -2.795  0.061
36 Br 7.124 2.703 0.297  0.640
37 C 5.465 1.757 0.382  -0.715
38 C 5.099 0.911 -0.652  -0.153
39 C 3.915 0.207 -0.569  -0.027
40 C 3.057 0.303 0.553  -0.437
41 O 1.970 -0.368 0.654  -0.230
42 C 3.469 1.183 1.595  -0.168
43 C 2.626 1.301 2.859  -0.062
44 N -0.277 0.395 3.108  0.056
45 C -1.408 0.162 3.846  -0.232
46 C -2.076 1.056 4.671  -0.051
47 C -3.116 0.632 5.517  -0.105
48 C -3.539 -0.665 5.547  -0.082
49 C -2.926 -1.606 4.685  -0.174
50 C -3.337 -2.954 4.620  -0.037
51 C -2.697 -3.821 3.785  -0.078
52 C -1.658 -3.326 2.974  -0.162
53 N -1.268 -2.077 2.979  0.109
54 C -1.868 -1.212 3.833  -0.177
55 C 4.658 1.892 1.497  -0.117
56 H 5.737 0.812 -1.521  0.091
57 H 3.602 -0.434 -1.383  0.087
58 H 2.291 0.311 3.175  0.114
59 H -1.786 2.095 4.674  0.076
60 H -3.584 1.360 6.169  0.096
61 H -4.341 -0.981 6.202  0.096
62 H -4.174 -3.278 5.229  0.108
63 H -2.988 -4.862 3.720  0.092
64 H -1.147 -3.988 2.282  0.097
65 H 4.965 2.543 2.309  0.099
66 Cl -2.042 4.734 -0.575  0.627
67 C -3.096 3.331 -0.364  -0.619
68 C -4.451 3.556 -0.410  -0.190
69 C -5.354 2.497 -0.311  -0.163
70 C -4.821 1.215 -0.165  -0.185
71 C -3.466 1.004 -0.118  -0.617
72 Cl -2.929 -0.658 0.043  0.591
73 C -2.431 2.037 -0.205  -0.625
74 N -1.145 1.923 -0.173  -0.167
75 H -4.808 4.573 -0.527  0.085
76 H -6.423 2.660 -0.342  0.072
77 H -5.483 0.360 -0.080  0.089
78 N -0.490 4.945 2.301  0.129
79 N 0.022 3.673 2.507  -0.256
80 N 1.302 3.414 2.452  0.197
81 C 1.375 2.120 2.738  -0.211
82 N 0.086 1.679 2.954  -0.110
83 N -0.757 2.700 2.824  0.186
84 H 0.215 5.433 1.761  0.088
85 H -1.329 4.825 1.736  0.018
86 H 3.246 1.747 3.640  0.116

Results
LUMO level   2.404 eV
Relative energy (zero: lowest compared OMol25 entry of this formula, charge and spin)   69.2 kJ/mol
Total charge   -1
Spin multiplicity   1
Kohn-Sham gap   0.2078 Eh

=====

ORCA calculation (the ωB97M-V functional and the def2-TZVPD basis) on a molecular structure, C35H31Cl8F5O.

Each line ends with the Löwdin charge.
Positions of all 80 atoms, in Å:
1 C -12.812 16.370 -5.330  -1.960
2 Cl -13.402 18.059 -5.461  0.511
3 Cl -13.993 15.216 -6.029  0.548
4 Cl -11.311 16.265 -6.251  0.543
5 Cl -12.367 16.027 -3.617  0.525
6 C -15.718 10.305 -8.204  -2.000
7 Cl -14.892 9.433 -9.483  0.512
8 Cl -16.387 9.161 -6.959  0.506
9 Cl -14.414 11.315 -7.591  0.572
10 Cl -17.031 11.162 -9.017  0.545
11 C -10.291 13.187 -9.810  -0.015
12 C -11.515 13.117 -8.902  -0.397
13 O -11.644 12.139 -8.109  -0.051
14 C -12.528 14.297 -8.962  -0.053
15 H -9.717 12.279 -9.623  0.086
16 H -9.699 14.082 -9.620  0.089
17 H -10.601 13.253 -10.853  0.061
18 H -12.418 14.869 -9.884  0.056
19 H -12.391 14.999 -8.140  -0.024
20 H -13.517 13.862 -8.814  0.049
21 F -10.753 17.191 -10.245  0.051
22 C -11.556 17.405 -11.292  -0.258
23 C -11.118 17.716 -12.609  -0.012
24 C -12.068 17.733 -13.619  -0.093
25 C -13.440 17.757 -13.325  -0.088
26 C -13.872 17.659 -11.996  -0.084
27 C -12.955 17.445 -10.972  -0.021
28 H -10.062 17.793 -12.818  0.107
29 H -11.758 17.906 -14.639  0.103
30 H -14.199 17.888 -14.083  0.099
31 H -14.916 17.738 -11.728  0.103
32 H -13.244 17.308 -9.940  0.106
33 F -8.600 11.770 -1.271  0.089
34 C -9.319 12.105 -2.320  -0.308
35 C -10.697 12.169 -2.241  -0.023
36 C -11.418 12.494 -3.398  -0.102
37 C -10.804 12.713 -4.666  -0.101
38 C -9.433 12.662 -4.682  -0.092
39 C -8.695 12.364 -3.546  -0.009
40 H -11.182 12.044 -1.284  0.115
41 H -12.483 12.619 -3.271  0.097
42 H -11.387 12.966 -5.539  0.078
43 H -8.908 13.028 -5.552  0.105
44 H -7.627 12.229 -3.638  0.112
45 F -11.141 14.947 -16.026  0.061
46 C -10.133 14.725 -15.165  -0.296
47 C -10.126 13.548 -14.349  0.007
48 C -9.116 13.326 -13.318  -0.071
49 C -8.026 14.207 -13.293  -0.086
50 C -7.963 15.251 -14.258  -0.069
51 C -9.022 15.492 -15.146  -0.049
52 H -10.916 12.813 -14.378  0.095
53 H -9.252 12.425 -12.737  0.092
54 H -7.294 14.144 -12.502  0.095
55 H -7.107 15.910 -14.249  0.099
56 H -8.850 16.298 -15.843  0.117
57 F -17.568 12.115 -13.209  0.006
58 C -16.262 12.668 -13.308  -0.228
59 C -15.445 12.571 -12.222  -0.017
60 C -14.128 13.035 -12.280  -0.057
61 C -13.666 13.630 -13.447  -0.083
62 C -14.519 13.680 -14.538  -0.080
63 C -15.779 13.180 -14.456  -0.042
64 H -15.670 12.195 -11.235  0.065
65 H -13.624 13.244 -11.347  0.084
66 H -12.767 14.227 -13.496  0.086
67 H -14.214 14.259 -15.397  0.110
68 H -16.477 13.335 -15.266  0.126
69 F -9.476 6.480 -4.534  0.017
70 C -10.342 7.500 -4.865  -0.231
71 C -10.573 7.943 -6.225  0.014
72 C -11.526 8.982 -6.374  -0.079
73 C -12.065 9.614 -5.249  -0.103
74 C -11.821 9.130 -3.952  -0.088
75 C -11.007 8.048 -3.781  -0.041
76 H -10.046 7.574 -7.093  0.101
77 H -11.653 9.431 -7.348  0.084
78 H -12.848 10.349 -5.365  0.065
79 H -12.315 9.591 -3.110  0.102
80 H -10.768 7.618 -2.820  0.118

Results
LUMO level   -0.150 eV
Total charge   0
Spin multiplicity   1
Kohn-Sham gap   0.3129 Eh